No. 1
# C12H33AsFeN4

A structure of composition C12H33AsFeN4 (ωB97M-V/def2-TZVPD, the OMol25 dataset).

- net charge = +3
- HOMO level (alpha / beta) (eV) = -19.9431 / -19.9018
- spin multiplicity = 2
- calculated total energy (hartree) = -4194.51793
- maximum force (eV/Å) = 0.242

Each line ends with the natural charge from an NBO analysis.
Cartesian coordinates (Å):
Fe  0.2355  0.0538  -0.0188  1.1454
N  1.1279  -1.5920  -0.6118  -0.7465
C  0.0958  -2.6180  -0.9371  -0.2464
C  -0.8674  -2.6538  0.2319  -0.2608
N  -1.2095  -1.2599  0.6842  -0.4612
C  -1.2076  -1.1823  2.1818  -0.2487
C  0.2216  -1.0661  2.6560  -0.2427
N  0.8329  0.0785  1.8979  -0.8250
C  -2.5199  -0.7998  0.1266  -0.2475
C  -2.3439  -0.4692  -1.3387  -0.2427
N  -1.1543  0.4484  -1.4269  -0.8356
H  1.7469  -1.4412  -1.4100  0.4310
H  1.7353  -1.9427  0.1287  0.4127
H  0.5558  -3.5924  -1.1008  0.2717
H  -0.3770  -2.3193  -1.8686  0.2176
H  -0.4068  -3.1820  1.0665  0.2372
H  -1.7761  -3.2009  -0.0237  0.2641
H  -1.7081  -2.0494  2.6175  0.2659
H  -1.7730  -0.2984  2.4818  0.2334
H  0.8033  -1.9614  2.4431  0.2177
H  0.2743  -0.8937  3.7304  0.2721
H  1.8395  0.1147  2.0614  0.4341
H  0.4850  0.9524  2.3009  0.4191
H  -2.8243  0.0923  0.6773  0.2284
H  -3.2933  -1.5552  0.2791  0.2636
H  -3.2307  0.0132  -1.7459  0.2687
H  -2.1483  -1.3496  -1.9433  0.2273
H  -1.4799  1.3980  -1.2302  0.4180
H  -0.8106  0.5029  -2.3860  0.4359
C  4.3798  0.2947  -0.8718  -0.6213
C  3.6908  1.5364  -0.3122  -0.6900
As  1.8230  1.7976  -0.7934  1.0290
C  1.7208  2.1390  -2.7041  -0.7041
C  1.8420  0.9077  -3.6007  -0.6198
C  1.3419  3.4803  0.0805  -0.6784
C  2.1236  4.6736  -0.4707  -0.6295
H  5.4288  0.3067  -0.5770  0.2781
H  4.3589  0.2618  -1.9607  0.2275
H  3.9612  -0.6367  -0.4763  0.1820
H  4.1786  2.4474  -0.6633  0.2701
H  3.7432  1.5648  0.7787  0.2416
H  2.5248  2.8497  -2.8994  0.2757
H  0.7863  2.6781  -2.8749  0.2472
H  2.7732  0.3643  -3.4412  0.2271
H  1.8304  1.2183  -4.6447  0.2803
H  1.0151  0.1988  -3.4752  0.1704
H  1.5323  3.3511  1.1502  0.2405
H  0.2667  3.6305  -0.0448  0.2373
H  3.1966  4.5671  -0.3193  0.2288
H  1.8070  5.5703  0.0609  0.2729
H  1.9318  4.8382  -1.5297  0.2280

***

No. 2
# C5H11NO

An isolated molecule of C5H11NO at a distorted geometry (ωB97M-V/def2-TZVPD, the OMol25 dataset).

- HOMO level (eV) = -9.3948
- spin multiplicity = 1
- relative energy (zero: lowest compared OMol25 entry of this formula, charge and spin) (kcal per mole) = 39.0
- calculated total energy (hartree) = -327.06924
- SMILES string = CC(C)N(C)C=O
- maximum force (eV/Å) = 1.650

Each line ends with the natural charge from an NBO analysis.
Cartesian coordinates (Å):
C  1.4741  0.7722  -0.8845  -0.6268
C  0.0599  0.1860  -0.7297  -0.0261
C  0.1741  -1.5184  -0.6901  -0.6743
N  -0.6231  0.6839  0.4549  -0.4536
C  -0.0273  0.0639  1.6097  -0.4231
C  -1.9832  0.8936  0.4231  0.5446
O  -2.6368  1.1638  -0.5624  -0.5974
H  2.1256  0.3846  -0.0966  0.2016
H  1.8689  0.4370  -1.8477  0.2160
H  1.5488  1.8711  -0.8674  0.2237
H  -0.5645  0.5462  -1.5710  0.2423
H  -0.7960  -1.9503  -0.9516  0.2216
H  0.9213  -1.7692  -1.4387  0.2159
H  0.4937  -2.2089  0.1478  0.2192
H  0.9327  0.5206  1.8617  0.1978
H  -0.6972  0.0750  2.4665  0.2053
H  0.1739  -0.9425  1.2495  0.2076
H  -2.4448  0.7912  1.4265  0.1057

***

No. 3
# C42H31Cl2GeInN2O2S

A structure of composition C42H31Cl2GeInN2O2S at a distorted geometry (ωB97M-V/def2-TZVPD, the OMol25 dataset).

- net charge = -2
- HOMO level (alpha / beta) (eV) = -1.6538 / -0.6994
- spin multiplicity = 1
- relative energy (zero: lowest compared OMol25 entry of this formula, charge and spin) (kcal per mole) = 0.0
- calculated total energy (hartree) = -5464.62513
- maximum force (eV/Å) = 1.766

Each line ends with the Mulliken charge.
Cartesian coordinates (Å):
In  1.3836  -0.0135  -0.4876  1.5595
C  -0.0169  -1.3368  -3.2015  -0.7880
O  0.4748  -1.7357  -1.9396  0.1902
C  -0.1561  -2.7153  -1.2439  0.4751
C  -1.1029  -3.5445  -1.8422  -0.6587
C  -1.7501  -4.5068  -1.1181  -0.7773
C  -1.3819  -4.6847  0.2259  -0.7869
C  -0.4249  -3.8756  0.8041  -0.3935
C  0.1516  -2.7977  0.1231  0.5410
N  0.9685  -1.8016  0.6782  0.3131
N  1.1740  -2.0115  1.9982  -0.7889
C  1.7597  -1.0820  2.8129  -0.3259
C  2.2823  0.1892  2.4438  1.0179
O  2.1991  0.7406  1.2595  -0.7504
C  2.8870  1.0287  3.4260  -0.8864
C  3.0139  0.6226  4.7328  -1.0366
C  2.4638  -0.6239  5.1716  0.9308
C  2.5474  -1.0518  6.5055  -0.8246
C  2.0349  -2.2504  6.9015  -0.3318
C  1.3901  -3.0765  6.0001  -0.9771
C  1.3270  -2.7008  4.6680  -0.0499
C  1.8771  -1.4695  4.1940  0.6219
H  -1.1134  -1.2598  -3.1777  0.2266
H  0.3795  -0.3356  -3.3147  0.1906
H  0.2953  -1.9995  -4.0057  0.3460
H  -1.3108  -3.4712  -2.8946  0.4245
H  -2.4764  -5.1633  -1.5723  0.3875
H  -1.8898  -5.4282  0.8308  0.3543
H  -0.1952  -3.9732  1.8597  0.2291
H  3.2546  1.9779  3.0672  0.4437
H  3.5641  1.2086  5.4582  0.2899
H  3.0371  -0.4144  7.2534  0.3036
H  2.0429  -2.5343  7.9442  0.3424
H  0.9490  -4.0159  6.2960  0.3925
H  0.8181  -3.3429  3.9471  0.2981
Cl  2.9512  1.7552  -2.9673  -0.1215
C  4.5263  1.0504  -3.0813  0.6056
C  5.5879  1.6796  -3.7345  -0.6184
C  6.8548  1.0928  -3.7924  -0.3706
C  7.0563  -0.1079  -3.1317  -0.7107
C  6.0128  -0.7045  -2.4674  0.0640
Cl  6.3549  -2.2216  -1.6489  -0.2468
C  4.7024  -0.1783  -2.4168  0.1141
S  3.4510  -1.1005  -1.6301  -0.3222
H  5.3868  2.6321  -4.2034  0.3796
H  7.7111  1.5006  -4.3035  0.3240
H  8.0059  -0.6234  -3.1407  0.3741
C  0.1882  1.4659  -1.4430  -1.0703
Ge  -1.6263  1.5698  -1.0034  0.5504
C  -2.0475  3.2768  -0.1165  -0.0665
C  -1.4243  3.6010  1.0907  -0.3453
C  -1.6183  4.7875  1.7574  -0.7839
C  -2.4947  5.7116  1.2124  -0.2438
C  -3.0898  5.4702  -0.0131  -0.7607
C  -2.8714  4.2464  -0.6435  -0.0648
C  -2.6008  0.3727  0.2292  0.4294
C  -4.0045  0.2616  0.3018  0.2180
C  -4.6308  -0.5786  1.2145  -0.7917
C  -3.8679  -1.3050  2.1161  -0.3904
C  -2.4972  -1.2054  2.0783  -0.6127
C  -1.8859  -0.3972  1.1253  -0.4521
C  -2.5768  1.4864  -2.7389  -0.0490
C  -3.4061  0.4306  -3.0612  -0.4083
C  -3.9298  0.2654  -4.3202  -0.5727
C  -3.7610  1.2423  -5.2879  -0.4528
C  -2.9083  2.3136  -4.9985  -0.7309
C  -2.3481  2.4315  -3.7290  -0.3131
H  -0.7012  2.8545  1.4614  0.3340
H  -1.0663  5.0259  2.6581  0.4007
H  -2.7205  6.6344  1.7181  0.3462
H  -3.7193  6.2216  -0.4757  0.3762
H  -3.3020  4.0924  -1.6097  0.3105
H  -4.6403  0.7877  -0.4204  0.3697
H  -5.7190  -0.7335  1.2506  0.3182
H  -4.3117  -2.0064  2.8085  0.3722
H  -1.8609  -1.7623  2.7655  0.3460
H  -0.8108  -0.3400  1.1726  -0.2313
H  -3.5310  -0.3849  -2.3316  0.3557
H  -4.5339  -0.5960  -4.5258  0.4112
H  -4.2820  1.1255  -6.2377  0.3374
H  -2.7790  3.0652  -5.7342  0.4173
H  -1.6791  3.2433  -3.5563  0.4738

***

No. 4
# C3H4NO5P

The ion C3H4NO5P with charge -2 at a distorted geometry (ωB97M-V/def2-TZVPD, the OMol25 dataset).

- net charge = -2
- HOMO level (alpha / beta) (eV) = 2.3012 / -0.9045
- spin multiplicity = 3
- calculated total energy (hartree) = -888.86565
- maximum force (eV/Å) = 4.661

Each line ends with the natural charge from an NBO analysis.
Cartesian coordinates (Å):
C  2.0974  -0.3237  -0.0310  -0.3814
C  0.9162  0.1062  -0.4174  -0.2296
C  -0.2142  0.5390  0.3648  -0.0867
N  -0.9215  1.6509  0.0905  0.2480
O  -1.8040  2.1128  0.8708  -0.6051
O  -0.2962  -2.2269  0.7539  -1.1956
O  -2.4936  -1.0963  0.6430  -1.1105
O  -0.6734  2.1923  -1.0434  -0.6382
O  -1.1277  -1.3405  -1.5052  -1.1549
P  -1.2000  -1.3500  -0.0188  2.3702
H  2.7498  -0.8301  -0.6681  0.1582
H  2.4552  -0.3097  0.9052  0.1563
H  0.7117  0.4635  -1.4238  0.2532
H  -0.1997  0.4123  1.4794  0.2162